Here is a cluster of 2 separate species, C35H43F4IN4O4 in total from the Open Molecules 2025 dataset. Energies are from wB97M-V/def2-TZVPD.

The charge is 0.

CARTESIAN COORDINATES (ANGSTROEM)
C1 4.534753 -0.891681 2.421466
C2 4.621485 0.605788 2.674895
O1 3.328283 1.116983 2.961758
C3 2.799551 1.978840 1.998589
C4 1.311248 1.661538 1.777567
F1 0.739942 1.578759 3.017994
N1 1.270679 0.327001 1.171831
C5 0.166915 0.065358 0.356453
N2 -0.331628 -1.117990 0.403040
C6 -1.430138 -1.578478 -0.469806
C7 -2.761227 -0.889398 -0.349527
O2 -3.305533 -1.100752 0.943032
C8 -4.620389 -0.628145 1.053627
C9 -5.635704 -1.768676 1.078042
F2 -5.090197 -2.916759 1.458055
F3 -6.216087 -1.966963 -0.112201
F4 -6.620755 -1.472360 1.934667
C10 0.233070 -2.137780 1.323584
C11 -0.362637 -2.058266 2.703639
C12 0.280741 -1.397272 3.743168
C13 -0.296850 -1.372518 5.009223
C14 -1.526109 -1.973871 5.256727
C15 -2.182650 -2.644313 4.218727
C16 -3.510676 -3.289433 4.482147
C17 -1.581796 -2.690390 2.964960
N3 -0.318353 1.022357 -0.530942
C18 0.557340 1.157726 -1.732522
C19 1.111383 -0.152278 -2.203744
C20 2.333549 -0.652818 -1.749489
C21 2.848286 -1.831964 -2.259798
C22 2.150974 -2.557654 -3.222755
C23 0.918354 -2.090639 -3.672018
C24 0.112311 -2.834388 -4.699565
C25 0.425718 -0.887020 -3.166191
C26 -0.547415 2.313664 0.133434
I1 -2.132941 2.111830 1.642918
C27 -1.053299 3.312545 -0.884020
C28 -2.289453 3.146184 -1.502985
C29 -2.679457 4.072271 -2.453079
N4 -1.989966 5.146011 -2.823332
C30 -0.805572 5.303249 -2.238653
C31 -0.316660 4.409529 -1.298056
C32 0.707012 2.777871 0.914086
C33 0.471943 4.046671 1.749927
H1 4.047071 -1.334435 3.287894
H2 5.518147 -1.331289 2.286097
H3 3.906595 -1.120251 1.559706
H4 5.099966 1.110828 1.834516
H5 5.280888 0.747400 3.530077
H6 2.881396 3.018878 2.320990
H7 3.302912 1.904770 1.028303
H8 2.113725 0.233965 0.610268
H9 -1.106380 -1.498869 -1.505887
H10 -1.609033 -2.629813 -0.283625
H11 -3.415688 -1.395071 -1.070190
H12 -2.748714 0.158568 -0.639665
H13 -4.888091 0.073123 0.264675
H14 -4.727518 -0.093667 1.995950
H15 1.313389 -2.083184 1.343483
H16 -0.016154 -3.116107 0.927424
H17 1.226400 -0.899211 3.587295
H18 0.208868 -0.860545 5.815373
H19 -1.981585 -1.963579 6.235506
H20 -3.711028 -4.108718 3.795770
H21 -3.572146 -3.661215 5.501307
H22 -4.327310 -2.575868 4.368756
H23 -2.102692 -3.219594 2.176794
H24 0.000521 1.605877 -2.548821
H25 1.400547 1.830338 -1.554489
H26 2.943955 -0.101755 -1.040695
H27 3.823387 -2.177131 -1.952340
H28 2.579536 -3.455774 -3.638853
H29 -0.232713 -2.179272 -5.494582
H30 0.642896 -3.692248 -5.099542
H31 -0.786300 -3.225985 -4.214233
H32 -0.511844 -0.511580 -3.564056
H33 -2.918822 2.304906 -1.263931
H34 -3.632487 3.917595 -2.943698
H35 -0.224341 6.165316 -2.527458
H36 0.664634 4.588799 -0.887245
H37 1.481916 3.045687 0.196235
H38 1.394121 4.618636 1.820227
H39 -0.284498 4.688543 1.312482
H40 0.167708 3.812199 2.764614
C34 2.486213 -0.128412 -6.332095
C35 3.181607 0.240535 -5.003118
O3 2.716222 1.229218 -4.381428
O4 4.131165 -0.502534 -4.667000
H41 1.665411 0.554701 -6.553754
H42 3.207524 -0.089337 -7.149539
H43 2.092583 -1.146809 -6.272367

Forces on atoms 1 to 2 (eV/Å):
-0.428 0.247 0.130
0.487 -0.741 -0.068

Here is a structure of composition C35H43F7N6O9S2Sr from the Open Molecules 2025 dataset. Energies are from wB97M-V/def2-TZVPD.

The charge is 0.

CARTESIAN COORDINATES (ANGSTROEM)
Sr1 -0.413651 0.698576 -3.194236
C1 -4.800857 4.536783 0.259541
C2 -4.003843 3.474730 0.935201
C3 -4.467151 2.216598 1.392796
C4 -5.798603 1.781559 0.827458
C5 -3.673381 1.388925 2.212088
C6 -4.152676 0.035394 2.618410
C7 -2.423943 1.890440 2.660320
C8 -1.697668 1.256168 3.737795
C9 -1.873146 3.080813 2.076980
C10 -0.588480 3.687726 2.601291
C11 -2.634160 3.769723 1.096348
C12 -2.006587 4.828920 0.219896
H1 -4.878066 4.362595 -0.844901
H2 -4.347702 5.507248 0.486065
H3 -5.879604 4.629029 0.595934
H4 -6.557431 2.510563 1.129684
H5 -6.028276 0.772146 1.178212
H6 -5.766459 1.779061 -0.293450
H7 -4.781790 0.097571 3.527959
H8 -3.301543 -0.584804 2.892810
H9 -4.731947 -0.465849 1.840803
H10 -1.358926 1.936916 4.503501
H11 -0.830022 0.731297 3.316963
H12 -2.260587 0.426634 4.223319
H13 -0.687153 4.682345 3.074168
H14 0.146888 3.839659 1.830398
H15 -0.138649 3.023230 3.365048
H16 -2.259421 4.576268 -0.784064
H17 -0.919933 4.845856 0.318517
H18 -2.412930 5.836140 0.507254
C13 -3.617917 -2.790093 -2.215643
C14 -2.698993 -1.762901 -2.698351
N1 -2.623809 -0.528486 -2.156209
O1 -2.968097 -0.550773 -0.779865
C15 -1.988922 -2.274385 -3.869617
C16 -2.583442 -3.325175 -4.797882
N2 -0.795982 -1.801159 -3.997785
O2 0.091966 -2.178836 -4.807448
H19 -3.759722 -2.614631 -1.149752
H20 -3.191784 -3.826455 -2.378307
H21 -4.578281 -2.821061 -2.731878
H22 -2.812758 0.396293 -0.618181
H23 -1.917020 -3.634206 -5.615910
H24 -3.543055 -2.999843 -5.278511
H25 -2.808960 -4.160782 -4.136635
F1 1.199976 -3.427988 2.612017
C17 2.047429 -2.487254 2.106283
C18 1.591883 -1.674686 1.042146
C19 2.525340 -0.828661 0.345034
C20 2.035452 0.120542 -0.673115
O3 0.785486 0.368588 -0.838715
C21 3.083898 0.620191 -1.522355
C22 4.438096 0.442761 -1.204913
N3 4.859151 -0.127282 0.005479
C23 5.913943 0.531836 0.647820
C24 7.115829 -0.154352 1.246217
C25 7.214361 0.541097 -0.111888
C26 3.893886 -0.958226 0.703939
C27 4.313865 -1.708332 1.791658
C28 3.459111 -2.673606 2.430748
N4 3.940809 -3.681856 3.287394
C29 5.217938 -4.338810 2.943394
C30 6.219213 -4.438154 4.100778
N5 5.624250 -4.203113 5.455750
C31 4.178493 -4.689382 5.643853
C32 3.274838 -4.248833 4.471239
C33 2.777052 1.398543 -2.869938
O4 3.778864 1.702690 -3.525933
O5 1.601428 1.640363 -3.364193
H26 0.520038 -1.655203 0.809028
H27 5.171412 0.904367 -1.845221
H28 5.645870 1.518854 1.116164
H29 7.171901 -1.254914 1.239635
H30 7.730381 0.333050 2.072504
H31 7.143203 -0.049611 -1.012816
H32 7.578888 1.530508 -0.089724
H33 5.179360 -1.394216 2.316630
H34 5.751109 -3.683164 2.193348
H35 5.110194 -5.380528 2.520628
H36 7.009606 -3.675591 3.996844
H37 6.711228 -5.399997 4.058237
H38 5.706737 -3.224288 5.590118
H39 6.220557 -4.683881 6.091755
H40 3.843449 -4.267038 6.605281
H41 4.178678 -5.773092 5.723030
H42 2.497664 -3.536669 4.797531
H43 2.703321 -5.143209 4.218569
F2 -2.442317 5.459687 -3.782398
C34 -2.196137 4.440461 -4.638838
F3 -0.966253 3.920923 -4.408051
F4 -2.161206 4.881790 -5.892787
S1 -3.118624 2.843564 -4.052330
O6 -2.501152 2.690077 -2.757410
O7 -4.532560 3.009823 -4.113173
N6 -2.637238 1.638200 -4.865528
S2 -3.330365 0.788269 -6.087441
O8 -3.687920 1.692133 -7.199686
O9 -2.523009 -0.427394 -6.257922
C35 -5.090519 0.086054 -5.604894
F5 -5.293822 -0.937862 -6.403299
F6 -5.094692 -0.268517 -4.326952
F7 -6.063931 1.011529 -5.813665

Forces on atoms 1 to 2 (eV/Å):
-1.807 -0.570 -0.179
-1.886 -0.030 -0.780

Values for highest occupied orbital energy, hartree, ordered as above
-0.242, -0.212
Values for frontier orbital gap, eV, ordered as above
5.51, 3.31
Values for relative energy (zero: lowest compared OMol25 entry of this formula, charge and spin), kcal/mol, ordered as above
0.0, 57.4